Computed, not measured: a molecular structure, C38H49BrN4O4RuS3Si, with the ωB97M-V functional and the def2-TZVPD basis.

Structure (XYZ):
```
101
C38H49BrN4O4RuS3Si (the ωB97M-V functional and the def2-TZVPD basis)
C 0.5263 -4.1968 0.3762
C 4.7153 1.6977 -2.4993
C 1.0743 -6.2103 -0.8557
C -5.3014 3.7315 1.9869
H 0.9644 2.0329 3.7142
H -1.8161 6.3763 -1.3189
Ru -0.2188 -0.1012 0.1709
H 2.6523 -1.1683 0.8506
C 2.6139 1.1974 -1.3752
C -3.1914 -3.8562 2.5312
H -5.2787 -2.4106 3.6210
C 2.4796 -2.3671 4.7304
H 0.7930 -6.1003 1.2805
O 0.4323 -1.4628 1.9059
C -2.7307 -1.6880 1.5141
H -1.5232 -2.0770 3.8609
H -5.4000 5.4210 -1.0702
H 2.9576 -3.2284 5.1772
H -3.5959 2.1638 3.4781
C -4.8355 1.9949 -1.1060
H -3.1282 5.3626 1.9011
H -1.8845 5.7338 0.3172
C 1.1488 -1.3336 2.9640
H -6.8447 2.0698 -1.8981
H -4.9687 0.7253 -2.8372
H -2.7010 -0.7668 4.0603
H 0.3184 -3.6422 1.2806
N 0.2520 -2.1826 -1.0011
C -3.2222 4.5802 -2.6446
C -5.2165 0.8112 -0.2062
C 1.3345 -0.0831 3.6285
C -3.2760 4.8143 -1.1274
H -2.9971 -2.3458 4.8111
H -3.9697 2.1481 -3.1282
H 1.2867 -6.0759 -2.9901
H -3.6959 -4.2130 1.6323
H -5.3554 -2.2630 1.8576
C -2.8972 4.3581 2.2559
C -2.5869 -1.8448 3.9327
S 0.6481 -3.1082 -3.3965
C 2.5803 -1.1304 5.3843
C -3.5494 1.9820 2.3975
H -1.8522 4.1338 2.0252
C 1.0772 -5.5516 -2.0665
H -4.9284 -0.8562 2.8489
N 2.0260 0.3722 -0.4206
C 0.7949 -5.5377 0.3560
H 4.5982 3.2440 -3.9608
N -2.2251 -1.1889 0.6135
C -1.9361 5.4585 -0.7321
H -6.0362 3.0025 1.6396
S 4.5030 -0.2957 -0.5056
C 0.5252 -3.5007 -0.8493
C 2.0279 -0.0088 4.8428
O 3.3439 0.0450 7.2047
C 3.9772 0.9666 -1.5689
S -0.2081 -0.2800 -2.7288
H -3.3351 0.8091 -2.1677
H -3.0067 4.3667 3.3460
H -2.4601 3.8443 -2.9154
C -4.4119 5.8085 -0.8099
Br -1.5696 2.0925 -0.3967
C 4.0534 2.6633 -3.2284
H 2.1994 3.6883 -3.6030
Si -3.6437 3.1850 -0.2138
C 1.9608 2.1940 -2.1026
C 2.6870 2.9121 -3.0272
H -5.7570 1.1213 0.6880
C -4.8209 -1.9373 2.7510
C 2.9020 -0.4319 0.0962
O 0.3090 1.2982 1.9773
C -3.3412 -2.3371 2.6888
H -3.6371 -4.3451 3.3985
H -5.9408 3.5503 -2.2061
H -2.1384 -4.1378 2.4770
C 1.7877 -2.4659 3.5555
H 1.2844 -7.2715 -0.8327
H -4.2540 6.7233 -1.3915
N 3.2987 -1.0391 6.6564
H 5.7736 1.5154 -2.6396
H -1.0880 4.8089 -0.9539
H -5.4198 3.8258 3.0719
H -4.1795 4.2582 -3.0552
C 0.8348 1.1424 3.0782
H 1.7014 -3.4178 3.0456
O 3.8193 -2.0520 7.0818
H 0.9110 2.3969 -1.9230
H -2.9610 5.5255 -3.1329
H -2.5491 1.6096 2.1667
H -6.5892 3.2293 -0.5929
C -6.1193 2.7684 -1.4666
H 2.1354 0.9415 5.3527
H -5.8790 0.1463 -0.7722
H -4.4251 6.0915 0.2449
H -5.5530 4.6990 1.5454
H -4.2702 1.2022 2.1652
C 0.2447 -1.8270 -2.2883
C 0.7891 -4.1880 -2.0626
H -4.3380 0.2319 0.0925
C -3.8528 3.3061 1.6757
C -4.2292 1.3964 -2.3848
```

## Properties
- Expectation value of S²: 8.7968
- Spin multiplicity: 6
- Net charge: +1
- Energy above the lowest of the compared OMol25 structures with the same formula, charge and spin: 0.8455 eV
- Gap between HOMO and LUMO (spin up / spin down): 8.26 / 5.04 eV
- E_LUMO (spin up / spin down): -2.4 / -5.7 eV

Atom charges from the Löwdin analysis, given in e for atoms 1 to 2: C 0.00; C -0.07



Computed, not measured: 5 unconnected molecules or ions with the total composition C38H49F18IN7O5PS, with the ωB97M-V functional and the def2-TZVPD basis.

Structure (XYZ):
```
120
C38H49F18IN7O5PS (the ωB97M-V functional and the def2-TZVPD basis)
H -11.6482 -6.7086 6.0366
C -7.1616 -2.7704 3.8436
C 2.2193 1.7082 -7.0809
N 7.6803 -1.2418 3.4254
I -5.1637 -0.4339 -0.9930
C -5.8862 1.0501 3.2697
F 2.0266 3.6252 -1.5848
H 2.5285 -2.8914 -4.3432
C 5.8876 -2.2919 2.1133
C 1.6596 5.6211 -3.0001
H 5.3728 -2.1401 1.1638
F 3.5885 5.2705 -1.3886
H 7.4007 -1.6249 5.4388
F 2.4063 6.3234 0.4958
C 7.6211 -2.1810 4.5249
O -9.8936 -4.9252 6.2998
H 0.6994 -2.9741 -3.7786
C 0.8354 3.4880 -5.5289
C -3.4866 0.6784 4.9854
H -5.9321 -0.0177 3.4919
N 1.2897 -0.2460 -4.8038
F 0.8631 5.9499 -5.8383
H -5.7110 -2.0527 5.0050
H -7.7451 -4.8222 3.6598
F 1.2357 -4.0713 -5.4662
N -9.3013 -5.8235 8.2634
H -6.1493 1.6351 4.1547
F 1.7995 0.4751 -7.7284
H 0.1595 -1.6013 -6.0200
O -4.3093 1.8925 1.6827
H 7.7699 3.1631 0.3215
H 8.3559 -0.4917 3.4722
C 0.3237 -0.6362 -0.8791
C 1.1936 -0.6692 -2.1543
H -10.1168 -7.5209 9.2259
H -8.6203 -5.0779 8.2992
F 2.6645 4.8461 -6.6696
C -8.2113 -3.8345 3.6828
F 0.2803 5.3350 -3.1040
C 2.6550 0.2969 -4.7044
H 8.6003 -2.6547 4.6238
H -5.4679 -4.2177 6.1530
C 8.3018 2.1408 0.2369
C -11.1207 -6.8628 6.9785
C 2.5437 5.1773 -4.2654
N -1.9820 -0.1986 0.2779
C 7.0211 2.1862 -4.7030
C 0.5652 -0.2474 -3.5186
C -1.8558 0.2131 -2.2999
F 0.3813 6.4933 -0.4998
H 4.9623 2.5459 -6.6197
H 0.7493 -0.9052 0.1431
C 5.5601 1.5069 -4.6249
H 6.2101 2.4954 -2.1590
C 1.7274 4.8228 -5.5973
F 3.4664 4.1256 -3.9973
C 3.6525 -0.0273 -3.5281
H -4.4933 0.4177 5.3062
H -2.5710 1.4924 3.2539
S 3.0016 -1.1500 -2.1785
N -6.3929 -2.7971 4.9678
N -3.4620 1.2188 3.6439
C 6.3924 1.5227 -1.5708
O -3.7724 2.4069 -2.1735
N 6.0128 0.2841 -2.3233
H 6.8621 -2.9457 4.3738
H -3.0706 1.4266 5.6642
C 7.9799 1.4951 -1.2060
H -10.6554 -7.8508 6.9556
C -1.1937 -0.2070 -0.9535
H -8.9348 -3.7753 4.4983
F 3.0186 2.3604 -8.0909
C 1.4164 -2.8591 -4.6585
H 6.3599 -3.2766 2.0961
H 8.3116 0.3940 -1.2558
H -4.3476 2.7456 -2.9080
H -9.5539 -6.2026 10.2813
C 4.5666 1.8444 -5.7950
H 7.7210 1.8581 -3.8683
F 1.0830 4.4862 0.5279
H -7.2131 -4.4939 5.9260
H 8.6213 2.0588 -1.9660
H -8.7399 -3.6812 2.7410
H 7.4729 1.8759 -5.7085
F 0.9551 2.8075 -4.2676
H 6.8258 3.3251 -4.7108
H -1.3747 0.4719 -4.5938
C -4.5092 1.4213 2.7946
H 5.5535 -0.3238 -1.6186
F -0.2125 1.6190 -6.6858
H -6.6484 -3.1777 6.9847
C 1.2120 -1.5399 -5.5413
C -9.3506 -6.7612 9.3649
C 6.9287 -1.2203 2.2920
H 5.8600 1.6284 -0.5510
H -11.8454 -6.8035 7.7935
C -0.9416 0.1847 -3.5718
F 3.3711 6.3063 -4.6114
H 9.4341 2.3609 0.2402
H -8.3732 -7.2413 9.4501
H -2.6274 0.6052 0.2619
H 5.1505 -2.2385 2.9176
H 2.0127 -1.5726 -6.3718
H -1.3981 -0.2239 1.1220
C -6.4449 -3.7357 6.0674
O 7.1118 -0.3444 1.4547
C -10.0700 -5.7983 7.1404
F 0.5960 3.3309 -7.9527
C 3.0996 1.2715 -5.8459
F -0.5314 3.9663 -5.5065
H 8.0250 1.4360 1.1129
C 0.8950 2.5299 -6.7976
O -6.9845 -1.8963 3.0033
F 1.7551 7.0585 -2.9352
C 5.1012 0.5692 -3.4460
P -3.6491 0.7154 -2.5658
C 2.1825 5.0561 -1.6002
H -6.6106 1.2689 2.4845
C 1.4418 5.6050 -0.2887
H -2.8547 -0.2130 5.0077
```

## Properties
- SMILES string: CCCNc1c(C)cc(C(F)(F)C(F)(F)C(F)(F)C(F)(F)C(F)(F)C(F)(F)C(F)(F)C(F)(F)F)c2c1Sc1cc(N)c(P(O)I)cc1N2CCF.CNC(C)=O.CNC(C)=O.CNC(C)=O.CNC(C)=O
- Gap between HOMO and LUMO: 7.85 eV
- E_LUMO: 0.0 eV

Atom charges from the Löwdin analysis, given in e for atoms 1 to 2: H 0.09; C -0.53



| no. | DFT total energy (eV) | maximum force (eV/Å) |
| --- | --- | --- |
| 1 | -167353.2474 | 1.356 |
| 2 | -137998.5708 | 4.206 |